{"formula": "C7H9N2O", "method": "ωB97M-V/def2-TZVPD", "species": ["N", "C", "N", "C", "C", "C", "C", "C", "C", "O", "H", "H", "H", "H", "H", "H", "H", "H", "H"], "coordinates": [[3.46641, 0.01488, 0.00021], [2.23240, -0.44947, 0.07146], [1.19854, 0.32642, -0.05858], [-0.18595, 0.01666, -0.13642], [-0.72021, -1.23343, -0.11265], [-2.07798, -1.48120, 0.06607], [-2.98047, -0.44854, 0.04356], [-2.51759, 0.89371, -0.00566], [-1.13913, 1.13495, -0.07761], [-0.53579, 2.37178, 0.02601], [4.29959, -0.34932, 0.37688], [3.75634, 0.96757, -0.23476], [1.96160, -1.56853, 0.27293], [1.14396, 1.36060, -0.05519], [-0.01140, -2.14664, -0.12563], [-2.54052, -2.54052, 0.07332], [-3.98820, -0.51928, 0.20005], [-3.05186, 1.80989, -0.03413], [-1.12471, 2.99660, 0.37874]], "total_charge": 1, "homo_energy_ha": -0.456, "homo_lumo_gap_ev": 8.45, "smiles": "N/C=[NH+]/c1ccccc1O", "e_tot_ev": -12425.413, "multiplicity": 1, "e_above_lowest_kj_mol": 76.7}